{
  "formula": "C6H15ClOSi2",
  "method": "ωB97M-V/def2-TZVPD",
  "e_homo_ha": [-0.272, -0.285],
  "e_tot_ev": -36785.9066,
  "e_above_lowest_ev": 6.073,
  "gap_ha": [0.2868, 0.2666],
  "max_force_ev_per_a": 5.6,
  "symbols": ["C", "C", "C", "C", "C", "C", "O", "Si", "Si", "Cl", "H", "H", "H", "H", "H", "H", "H", "H", "H", "H", "H", "H", "H", "H", "H"],
  "xyz": [[2.053, 1.400, 0.269], [1.609, 0.347, -0.344], [1.205, 2.045, 1.358], [3.398, 1.976, 0.011], [2.048, -0.728, -1.177], [-2.340, -0.850, 0.562], [-2.324, -2.160, 0.231], [-3.442, -3.159, -0.344], [-1.929, 0.455, -0.805], [-2.445, 2.272, -0.064], [1.388, 3.120, 1.403], [1.627, 1.811, 2.473], [0.242, 1.759, 1.467], [3.987, 1.263, -0.550], [3.844, 2.252, 1.010], [3.283, 2.728, -0.653], [1.541, -0.493, -2.224], [3.133, -0.907, -0.975], [1.530, -1.668, -0.833], [-1.660, -0.856, 1.414], [-3.301, -0.457, 1.033], [-4.791, -3.025, 0.214], [-3.214, -3.222, -1.805], [-2.888, -4.332, 0.430], [-2.552, 0.428, -2.100]]
}

***

{
  "formula": "C28H64N2O14S",
  "method": "ωB97M-V/def2-TZVPD",
  "smiles": "NC[C@@H](O)CC1(C[C@H](O)CN)CCOS(=O)(=O)C1.COCCOCCOC.COCCOCCOC.COCCOCCOC",
  "e_homo_ha": -0.329,
  "e_tot_ev": -72541.9009,
  "gap_ha": 0.3366,
  "max_force_ev_per_a": 8.0,
  "symbols": ["N", "C", "C", "O", "C", "C", "C", "C", "O", "C", "N", "C", "C", "O", "S", "O", "O", "C", "H", "H", "H", "H", "H", "H", "H", "H", "H", "H", "H", "H", "H", "H", "H", "H", "H", "H", "H", "H", "H", "H", "C", "O", "C", "C", "O", "C", "C", "O", "C", "H", "H", "H", "H", "H", "H", "H", "H", "H", "H", "H", "H", "H", "H", "C", "O", "C", "C", "O", "C", "C", "O", "C", "H", "H", "H", "H", "H", "H", "H", "H", "H", "H", "H", "H", "H", "H", "C", "O", "C", "C", "O", "C", "C", "O", "C", "H", "H", "H", "H", "H", "H", "H", "H", "H", "H", "H", "H", "H", "H"],
  "xyz": [[3.367, -1.978, 4.844], [1.936, -2.152, 4.349], [1.207, -0.770, 3.870], [1.446, 0.274, 4.919], [1.706, -0.141, 2.456], [1.970, -1.242, 1.240], [0.839, -2.384, 1.080], [1.291, -3.935, 0.978], [0.987, -4.414, -0.412], [0.376, -4.932, 1.962], [1.290, -5.829, 2.822], [3.524, -1.707, 1.378], [4.195, -2.371, 0.037], [4.386, -1.445, -1.091], [2.791, -1.082, -1.609], [2.046, -2.261, -2.278], [2.914, 0.049, -2.703], [1.913, -0.306, -0.149], [3.778, -2.958, 4.786], [3.904, -1.337, 4.217], [1.929, -3.023, 3.568], [1.322, -2.553, 5.291], [0.023, -0.922, 3.851], [1.683, -0.169, 5.794], [0.860, 0.593, 2.050], [2.669, 0.547, 2.574], [0.233, -2.145, 0.077], [-0.004, -2.332, 1.925], [2.395, -4.205, 1.215], [-0.008, -4.512, -0.529], [-0.241, -5.697, 1.287], [-0.288, -4.340, 2.722], [0.809, -5.960, 3.761], [2.177, -5.335, 3.064], [4.158, -0.725, 1.616], [3.757, -2.447, 2.267], [3.645, -3.315, -0.381], [5.279, -2.747, 0.366], [2.440, 0.727, 0.120], [0.801, -0.087, -0.450], [-2.719, -8.302, -3.478], [-1.881, -7.274, -3.978], [-1.602, -7.431, -5.368], [-1.332, -6.069, -6.017], [-2.531, -5.318, -6.273], [-3.175, -4.757, -5.122], [-2.419, -3.567, -4.528], [-1.308, -4.015, -3.749], [-0.247, -3.075, -3.727], [-2.216, -9.271, -3.539], [-2.941, -8.087, -2.426], [-3.667, -8.333, -4.026], [-2.432, -7.921, -5.883], [-0.707, -8.060, -5.453], [-0.887, -6.248, -7.001], [-0.612, -5.482, -5.449], [-3.385, -5.522, -4.374], [-4.143, -4.395, -5.481], [-3.079, -3.005, -3.858], [-2.085, -2.903, -5.338], [0.108, -2.875, -4.741], [0.580, -3.504, -3.153], [-0.568, -2.148, -3.247], [-4.572, 4.530, 1.409], [-3.930, 4.272, 0.172], [-2.508, 4.323, 0.280], [-1.859, 3.417, -0.773], [-1.904, 2.024, -0.422], [-3.187, 1.394, -0.523], [-3.634, 1.163, -1.969], [-4.128, 2.375, -2.542], [-3.942, 2.426, -3.946], [-4.368, 5.550, 1.743], [-5.653, 4.415, 1.268], [-4.251, 3.811, 2.171], [-2.178, 4.018, 1.275], [-2.204, 5.362, 0.104], [-0.795, 3.669, -0.823], [-2.269, 3.588, -1.767], [-3.939, 1.932, 0.055], [-3.067, 0.416, -0.049], [-4.453, 0.436, -1.991], [-2.792, 0.770, -2.554], [-2.881, 2.342, -4.194], [-4.301, 3.395, -4.305], [-4.510, 1.634, -4.436], [0.947, 3.760, 3.625], [1.784, 4.789, 3.124], [2.064, 4.631, 1.734], [2.334, 5.993, 1.085], [1.135, 6.744, 0.829], [0.491, 7.305, 1.980], [1.247, 8.495, 2.574], [2.358, 8.047, 3.353], [3.419, 8.987, 3.375], [1.450, 2.791, 3.563], [0.725, 3.975, 4.676], [-0.001, 3.730, 3.076], [1.233, 4.142, 1.219], [2.958, 4.002, 1.649], [2.779, 5.815, 0.101], [3.054, 6.580, 1.653], [0.280, 6.540, 2.728], [-0.477, 7.667, 1.621], [0.586, 9.057, 3.244], [1.580, 9.159, 1.764], [3.774, 9.187, 2.361], [4.245, 8.559, 3.949], [3.098, 9.914, 3.855]]
}

***

{
  "formula": "C10H10N2O5SSeV",
  "method": "ωB97M-V/def2-TZVPD",
  "multiplicity": 4,
  "e_homo_ha": [0.049, -0.086],
  "total_charge": -2,
  "e_tot_ev": -125621.7813,
  "e_above_lowest_ev": 0.000,
  "gap_ha": [0.1201, 0.2545],
  "max_force_ev_per_a": 1.0,
  "symbols": ["V", "O", "C", "O", "C", "C", "C", "C", "C", "N", "C", "O", "O", "H", "H", "H", "H", "C", "S", "C", "H", "H", "H", "H", "H", "H", "O", "Se", "C", "N"],
  "xyz": [[-0.333, -0.961, -1.337], [-1.701, 2.828, -2.512], [-1.370, 1.678, -1.841], [-0.713, 0.791, -2.493], [-1.767, 1.477, -0.513], [-2.664, 2.251, 0.252], [-3.049, 1.748, 1.519], [-2.579, 0.537, 1.968], [-1.680, -0.210, 1.157], [-1.240, 0.300, -0.035], [-1.260, -1.579, 1.390], [-1.439, -2.190, 2.460], [-0.660, -2.128, 0.347], [-1.338, 2.668, -3.395], [-3.063, 3.172, -0.152], [-3.747, 2.318, 2.125], [-2.888, 0.106, 2.911], [3.411, -0.015, 0.338], [1.873, -0.943, 0.399], [2.026, -1.861, 1.936], [4.282, -0.672, 0.311], [3.494, 0.677, 1.178], [3.383, 0.550, -0.593], [2.136, -1.194, 2.792], [2.872, -2.549, 1.885], [1.090, -2.411, 2.030], [-1.140, -1.936, -2.264], [4.031, -0.673, -4.169], [2.498, -0.836, -3.164], [1.535, -0.943, -2.531]]
}

***

Which formula does entry 2 have? C28H64N2O14S